DFT (ωB97M-V with the def2-TZVPD basis set) results for a cluster of 2 separate species, C31H47F2NO8PS3Si in total at a distorted geometry.

Geometry (Å):
C: -3.10659 -1.90442 0.37593
C: -2.58500 -1.32519 1.67849
C: -2.59149 0.34214 1.78987
O: -2.62360 0.82818 0.39796
C: -1.23531 0.83536 2.62910
C: 0.13315 0.50236 1.72649
C: 0.47928 1.65399 0.61342
C: 2.11044 1.48625 0.28288
C: 2.54859 2.11310 -1.16631
C: 3.65702 1.17039 -1.99027
C: 5.21706 1.44866 -1.47793
C: 6.35956 0.93370 -2.53537
C: 6.61549 -0.71560 -2.48657
Si: 6.48325 -1.32682 -4.31184
C: 4.59670 -1.10441 -4.80923
C: 7.60302 -0.17671 -5.39697
C: 6.98725 -3.16722 -4.58761
C: 8.45040 -3.65607 -5.23356
C: 8.85834 -5.22205 -5.51247
C: 7.76355 -6.40228 -5.11961
C: 6.28589 -6.00934 -4.46839
C: 5.94487 -4.41915 -4.21880
C: -1.01813 0.01703 4.04465
P: 0.32416 0.84186 5.19171
C: 0.86143 -0.45613 6.51770
C: -0.41274 2.28271 6.20188
O: -2.25260 -0.32902 4.75779
S: -3.53937 0.72994 4.42477
O: -3.38189 2.16660 4.97334
O: -4.79879 0.12572 5.16113
C: -3.99874 0.71228 2.58561
C: -4.65563 2.15065 2.15608
C: -6.24127 2.33345 2.64323
C: -6.72476 2.54529 4.19559
C: -8.32988 2.68853 4.64364
C: -9.53135 2.64426 3.51299
C: -9.05098 2.43536 1.94468
C: -7.46269 2.28042 1.50306
H: -4.26263 -1.91176 0.10468
H: -2.38727 -2.32672 -0.46341
H: -2.17199 -2.03643 2.51162
H: -2.36517 1.80062 0.35249
H: -1.38077 1.98161 2.81372
H: 1.09088 0.43239 2.43652
H: 0.05955 -0.56584 1.21513
H: -0.17393 1.38960 -0.34949
H: 0.21267 2.72810 1.00279
H: 2.28616 0.31629 0.21521
H: 2.66477 1.99407 1.18708
H: 1.56463 2.24392 -1.80789
H: 2.98034 3.20834 -0.96643
H: 3.34180 0.04559 -1.92186
H: 3.57175 1.53643 -3.11996
H: 5.35616 1.07576 -0.37509
H: 5.31477 2.63691 -1.43663
H: 7.40570 1.48141 -2.36160
H: 5.99062 1.26592 -3.61873
H: 7.70012 -0.95711 -2.05851
H: 5.83317 -1.25257 -1.76315
H: 3.97684 -1.55986 -3.89824
H: 4.41630 -1.71119 -5.79398
H: 4.29670 0.03337 -4.91914
H: 7.97970 -0.76667 -6.33771
H: 8.53308 0.20837 -4.79278
H: 6.94238 0.77117 -5.66608
H: 9.21065 -2.81729 -5.53894
H: 9.87390 -5.57135 -5.99889
H: 8.05218 -7.53232 -5.33751
H: 5.49282 -6.83353 -4.19777
H: 4.90794 -4.11660 -3.74979
H: -0.51907 -1.02206 3.73166
H: 0.96193 -1.49952 5.99749
H: 0.00944 -0.53042 7.33977
H: 1.82325 -0.08424 7.07263
H: -0.79193 3.16261 5.52730
H: -1.32771 1.95645 6.89144
H: 0.39084 2.74692 6.93766
H: -4.81125 -0.12936 2.38762
H: -4.68930 2.31501 0.97460
H: -4.07915 3.07781 2.60186
H: -5.95889 2.56434 5.08564
H: -8.58982 2.80382 5.78179
H: -10.64853 2.73996 3.87049
H: -9.93326 2.37159 1.14693
H: -7.23451 2.10518 0.34643
N: -7.57456 0.10476 -2.03158
S: -6.39639 -0.87722 -2.36984
O: -6.16860 -1.19558 -3.77532
O: -6.10807 -1.94391 -1.41803
F: -5.15305 0.09497 -2.09194
S: -8.97409 -0.56493 -2.28422
O: -10.08678 0.38404 -2.30329
O: -9.27230 -1.81980 -1.60482
F: -8.92062 -1.00489 -3.81699

Atoms 1-3, force components in eV/Å:
0.38 0.88 1.86
-0.54 -0.44 -3.05
-1.14 -1.89 0.97

The calculation puts the HOMO-LUMO gap at 6.72 eV. The calculation puts the lowest unoccupied orbital energy at 0.0344 Eh. The value obtained for the HOMO energy is -5.78 eV. The largest force on an atom is 8.22 eV/Å. As for the net charge: -1.



DFT (ωB97M-V with the def2-TZVPD basis set) results for a structure of composition C31H47Ge2N5O2PPdS2.

Geometry (Å):
Pd: -0.66156 -0.05086 -0.00143
C: -1.55723 -4.93361 -0.71495
C: -2.65773 -4.54511 -1.68320
O: -2.26304 -3.49753 -2.56976
P: -2.26133 -1.96699 -1.97650
S: -1.37194 2.18671 0.11096
S: -0.18155 -1.66050 -1.72675
O: -2.41791 -1.16339 -3.37726
C: -3.71191 -0.62575 -3.68837
C: -4.57494 -1.64079 -4.40794
H: -1.87069 -5.79413 -0.12142
H: -1.31990 -4.10899 -0.03925
H: -0.64853 -5.19558 -1.25744
H: -3.56078 -4.24582 -1.13845
H: -2.91894 -5.38580 -2.32516
H: -3.52740 0.24518 -4.31548
H: -4.19849 -0.27983 -2.77103
H: -4.06686 -2.00512 -5.30049
H: -5.52053 -1.18314 -4.70421
H: -4.79112 -2.49704 -3.76718
C: 1.05500 -3.04198 1.93907
C: 1.94671 -2.70953 0.74719
Ge: 1.66211 -0.90103 0.04455
C: 2.75652 -0.40450 -1.49983
C: 2.39308 0.97763 -2.03593
C: 2.11649 0.40549 1.42560
C: 1.75827 1.60815 1.88193
Ge: 0.25903 2.88624 1.40507
C: 1.01213 4.45938 0.45225
C: 0.97516 5.79936 1.18463
C: -0.63225 3.49283 3.07230
C: 0.12028 3.69956 4.38180
C: 2.60565 2.14482 2.99227
C: 3.17644 3.41598 2.92657
C: 3.95986 3.89599 3.96546
C: 4.17134 3.12318 5.09682
C: 3.60909 1.85723 5.17627
C: 2.83806 1.37198 4.13234
H: 1.20555 -4.06748 2.28179
H: 0.00100 -2.92621 1.67462
H: 1.25069 -2.38078 2.78503
H: 1.76210 -3.39535 -0.08071
H: 3.00770 -2.79009 1.00264
H: 2.66289 -1.16950 -2.27113
H: 3.79231 -0.41946 -1.14504
H: 1.35553 1.00981 -2.37291
H: 3.02886 1.24807 -2.88060
H: 2.51584 1.74286 -1.26603
H: 3.01801 -0.00384 1.90515
H: 0.37102 4.52089 -0.43045
H: 2.01030 4.22697 0.07195
H: 0.01352 5.96277 1.67433
H: 1.12580 6.62399 0.48483
H: 1.74041 5.89305 1.95686
H: -1.45125 2.78078 3.20628
H: -1.11336 4.42836 2.76987
H: 0.67896 2.81409 4.68502
H: -0.57732 3.94029 5.18819
H: 0.83807 4.51802 4.31211
H: 3.01913 4.01384 2.04409
H: 4.40540 4.88041 3.89174
H: 4.77286 3.50396 5.91191
H: 3.76747 1.24810 6.05744
H: 2.38738 0.38936 4.20075
C: -3.76164 -0.51557 1.34668
C: -2.66190 -0.45398 2.34617
N: -1.38193 -0.35719 2.06868
C: -0.71128 -0.27379 3.26946
C: -1.60235 -0.33121 4.28743
N: -2.84431 -0.43815 3.69463
C: -4.07411 -0.72629 4.39207
N: -3.97407 -1.96050 5.13235
N: -4.19042 -1.95951 6.46973
N: -3.98053 -3.12438 6.93761
C: -3.58847 -3.94742 5.90262
C: -3.22298 -5.29704 5.90479
C: -2.83557 -5.84278 4.70557
C: -2.80502 -5.07554 3.52266
C: -3.16773 -3.74908 3.50017
C: -3.56991 -3.20021 4.72449
H: -3.32800 -0.55251 0.35118
H: -4.39290 0.37232 1.41052
H: -4.38658 -1.40215 1.47510
H: 0.35522 -0.16179 3.30963
H: -1.47939 -0.31269 5.35650
H: -4.87416 -0.77730 3.65524
H: -4.30663 0.04709 5.12099
H: -3.24244 -5.87373 6.81920
H: -2.53925 -6.88226 4.66057
H: -2.47774 -5.54390 2.60425
H: -3.12480 -3.17229 2.58687

Atoms 1-3, force components in eV/Å:
-0.10 -0.68 -0.43
0.01 0.04 -0.01
-0.01 -0.04 0.02

The calculation puts the HOMO-LUMO gap (spin up / spin down) at 7.59 / 6.79 eV. The calculation puts the lowest unoccupied orbital energy (spin up / spin down) at 0.0010 / -0.0259 Eh. The value obtained for the HOMO energy (spin up / spin down) is -7.56 / -7.50 eV. The largest force on an atom is 0.81 eV/Å. The calculation puts the energy above the lowest of the compared OMol25 structures with the same formula, charge and spin at 43.31 kcal/mol. As for the net charge: 0. As for the multiplicity: 2.



DFT (ωB97M-V with the def2-TZVPD basis set) results for a structure of composition C31H47N11OSTi.

Geometry (Å):
Ti: -0.43913 0.17535 0.44380
C: -3.74794 1.29691 3.05164
C: -2.89793 0.94979 1.87199
N: -1.70778 0.25307 2.00346
N: -1.51199 -0.26088 3.27207
C: -0.55619 -1.15995 3.47865
N: -0.38038 -1.66808 4.70861
S: 0.42325 -1.55829 2.17158
C: -3.18780 1.24085 0.54601
C: -4.33396 1.95949 0.06619
C: -4.51841 2.14060 -1.26702
C: -3.56048 1.62476 -2.18463
C: -2.47877 0.96650 -1.68688
N: -2.27840 0.75380 -0.35938
H: -3.21683 1.90018 3.79608
H: -4.61078 1.88112 2.74564
H: -4.15402 0.41363 3.55779
H: -2.14456 0.03296 3.99738
H: -1.06373 -1.54357 5.43841
H: 0.28837 -2.40903 4.82669
H: -5.05183 2.34663 0.77536
H: -5.38662 2.67177 -1.63284
H: -3.68009 1.74972 -3.25070
H: -1.70980 0.56419 -2.33860
C: -1.02831 -5.04516 -1.16835
N: -0.29133 -3.82917 -0.85132
C: 1.13915 -3.90306 -1.06683
C: -0.92029 -2.68219 -0.55210
N: -0.37736 -1.47943 -0.81767
C: 0.23877 -1.25463 -2.07991
C: -0.30872 -1.87588 -3.18187
C: 0.16451 -1.65060 -4.48379
C: 1.16284 -0.74743 -4.68014
C: 1.72832 -0.04759 -3.58796
C: 2.73527 0.90605 -3.86901
C: 3.30166 1.63776 -2.87046
C: 2.89837 1.41218 -1.54627
C: 1.96744 0.45308 -1.21526
N: 1.68723 0.27172 0.17135
C: 2.73924 0.19519 0.99144
N: 3.92385 -0.35826 0.65523
C: 4.06673 -1.32499 -0.41632
C: 5.18884 0.17467 1.14720
N: 2.65364 0.71253 2.24024
C: 3.29104 0.09085 3.39244
C: 1.67510 1.73032 2.56277
C: 1.29912 -0.29444 -2.24683
N: -2.09360 -2.75260 0.12781
C: -3.29490 -2.09018 -0.36407
C: -2.33933 -3.82222 1.08241
H: -0.71086 -5.39267 -2.15365
H: -2.09625 -4.84270 -1.20169
H: -0.82732 -5.82977 -0.43762
H: 1.38897 -3.86744 -2.13027
H: 1.50561 -4.83693 -0.64039
H: 1.60962 -3.07162 -0.55634
H: -1.15240 -2.54156 -3.04470
H: -0.28680 -2.17386 -5.31586
H: 1.53250 -0.53317 -5.67433
H: 3.03183 1.04846 -4.90005
H: 4.05661 2.38210 -3.08659
H: 3.34098 1.99860 -0.74925
H: 3.11137 -1.78673 -0.62251
H: 4.77546 -2.09020 -0.09786
H: 4.43429 -0.85776 -1.33348
H: 5.02028 1.06715 1.74177
H: 5.81062 0.44080 0.28931
H: 5.72559 -0.56181 1.74756
H: 3.80267 -0.81931 3.09354
H: 2.51970 -0.17361 4.11971
H: 4.00070 0.77168 3.86500
H: 0.70917 1.29549 2.84924
H: 1.53263 2.38825 1.71035
H: 2.04736 2.30745 3.40845
H: -3.03466 -1.36642 -1.12808
H: -3.80845 -1.57425 0.44831
H: -3.97063 -2.83720 -0.79138
H: -1.39928 -4.27984 1.37880
H: -3.01179 -4.58957 0.68758
H: -2.80782 -3.38766 1.96835
C: -1.36013 5.59688 -0.02098
N: -0.52828 4.42945 -0.30756
C: 0.55384 4.59349 -1.27247
C: -0.79828 3.26369 0.22894
O: -0.14151 2.22419 -0.00921
H: -0.73959 6.48864 -0.06074
H: -1.78479 5.51637 0.97730
H: -2.15891 5.68695 -0.75763
H: 0.17510 5.12487 -2.14448
H: 0.92427 3.61668 -1.57035
H: 1.35895 5.17738 -0.82474
H: -1.65185 3.24744 0.91396

Atoms 1-3, force components in eV/Å:
-0.37 0.29 0.40
-0.06 0.01 0.03
0.11 0.03 -0.19

The calculation puts the HOMO-LUMO gap (spin up / spin down) at 6.06 / 6.03 eV. The calculation puts the lowest unoccupied orbital energy (spin up / spin down) at -0.1843 / -0.1850 Eh. The value obtained for the HOMO energy (spin up / spin down) is -11.08 / -11.07 eV. The largest force on an atom is 0.64 eV/Å. The calculation puts the energy above the lowest of the compared OMol25 structures with the same formula, charge and spin at 13.92 kcal/mol. As for the net charge: +2.